1.
{
  "formula": "C17H13CaIN4O2",
  "method": "wB97M-V/def2-TZVPD",
  "gap_ev": 7.7914,
  "charge": 0,
  "e_above_lowest_ev": 0.2618,
  "symbols": ["Ca", "C", "C", "C", "C", "C", "C", "N", "N", "C", "C", "C", "C", "C", "C", "H", "H", "H", "H", "H", "H", "H", "H", "H", "I", "C", "C", "C", "C", "C", "N", "H", "H", "H", "H", "O", "N", "O"],
  "xyz": [[-0.0332, 1.2867, -0.1443], [-4.1336, -2.6883, -1.5006], [-4.0413, -1.3208, -1.2899], [-2.8020, -0.6970, -1.3122], [-1.6617, -1.4492, -1.5620], [-1.7440, -2.8214, -1.7703], [-2.9855, -3.4353, -1.7380], [-0.4137, -0.7490, -1.5260], [0.5316, -1.3091, -2.1045], [1.8029, -0.6604, -2.0287], [2.7810, -1.3319, -2.7654], [4.0684, -0.8271, -2.7842], [4.3415, 0.3298, -2.0648], [3.3386, 0.9685, -1.3398], [2.0154, 0.5104, -1.2810], [-5.1000, -3.1746, -1.4763], [-4.9316, -0.7338, -1.1072], [-2.7289, 0.3747, -1.1555], [-0.8392, -3.3839, -1.9527], [-3.0593, -4.5035, -1.8958], [2.5156, -2.2301, -3.3088], [4.8474, -1.3236, -3.3482], [5.3464, 0.7369, -2.0702], [3.6195, 1.8705, -0.8018], [-0.3179, -1.4417, 2.0569], [0.0563, 0.3251, 3.1092], [0.1681, 0.3201, 4.4889], [0.3957, 1.5330, 5.1182], [0.4956, 2.6877, 4.3574], [0.3694, 2.5860, 2.9852], [0.1581, 1.4182, 2.3651], [0.0772, -0.6009, 5.0451], [0.4896, 1.5741, 6.1954], [0.6649, 3.6521, 4.8136], [0.4289, 3.4591, 2.3463], [-1.0772, 4.7435, -0.1377], [-0.8304, 3.5659, -0.1577], [-1.8125, 2.7393, -0.2580]],
  "atomic_forces_ev_per_a": [[0.06, -0.04, -0.09], [-0.03, 0.00, 0.00], [0.01, 0.03, 0.00], [-0.06, -0.05, 0.00], [0.17, 0.04, -0.02], [-0.09, -0.02, 0.00], [0.05, 0.01, 0.00], [-0.17, 0.06, 0.00], [0.12, 0.03, 0.05], [-0.21, -0.15, -0.06], [0.09, 0.09, 0.04], [-0.02, -0.04, -0.02], [0.01, 0.00, 0.00], [-0.02, 0.00, 0.01], [0.11, 0.05, 0.03], [0.00, 0.00, 0.00], [-0.01, -0.01, 0.00], [0.01, 0.00, 0.00], [0.01, 0.00, 0.00], [0.00, 0.00, 0.00], [-0.01, -0.01, 0.00], [0.00, 0.00, 0.00], [0.00, 0.00, 0.00], [-0.01, 0.00, 0.01], [0.00, -0.04, -0.01], [0.02, 0.07, 0.02], [0.00, -0.03, 0.00], [0.00, 0.02, 0.00], [0.00, -0.01, 0.00], [0.00, 0.01, -0.01], [0.01, 0.01, 0.06], [0.00, 0.00, 0.00], [0.00, -0.01, 0.00], [0.00, 0.00, 0.00], [0.00, 0.00, 0.00], [-0.02, 0.03, 0.03], [-0.05, -0.09, 0.04], [0.06, 0.02, -0.06]],
  "nbo_charge": [1.6966, -0.2081, -0.2159, -0.1785, 0.0706, -0.2253, -0.1994, -0.3231, -0.1278, 0.0858, -0.2057, -0.2511, -0.1913, -0.2585, -0.5614, 0.2165, 0.2203, 0.2198, 0.2367, 0.2163, 0.2139, 0.2097, 0.2049, 0.1886, 0.1887, 0.0862, -0.2706, -0.1329, -0.2478, 0.0604, -0.5707, 0.2399, 0.2309, 0.2371, 0.2258, -0.3974, 0.1801, -0.6636]
}

2.
{
  "formula": "C17H13Co2O6S",
  "method": "wB97M-V/def2-TZVPD",
  "gap_ev": 5.3914,
  "charge": -1,
  "e_above_lowest_ev": 0.5209,
  "symbols": ["C", "S", "C", "H", "H", "H", "H", "H", "H", "O", "C", "Co", "C", "O", "C", "O", "C", "C", "C", "C", "C", "C", "C", "C", "C", "Co", "C", "O", "C", "O", "C", "O", "H", "H", "H", "H", "H", "H", "H"],
  "xyz": [[-1.2843, -0.5351, 1.9413], [0.0255, 0.6081, 2.1870], [1.3490, -0.5308, 1.9957], [-2.2418, -0.0219, 1.9322], [-1.1627, -1.0509, 0.9934], [-1.2903, -1.2723, 2.7387], [2.3043, -0.0128, 2.0069], [1.3362, -1.2575, 2.8029], [1.2570, -1.0599, 1.0517], [2.1216, 0.7133, -4.7953], [1.2496, 0.5877, -4.0746], [-0.1823, 0.4459, -3.0194], [-0.6031, -1.2997, -2.6008], [-0.8118, -2.3944, -2.3652], [0.1364, 1.4254, -1.5425], [0.3715, 2.0915, -0.6508], [-1.3294, 2.0307, -3.7746], [-0.2815, 2.9711, -4.3014], [0.4037, 3.7900, -3.4058], [1.4331, 4.6111, -3.8190], [1.7799, 4.6459, -5.1519], [1.0953, 3.8680, -6.0605], [0.0652, 3.0472, -5.6421], [-1.6719, 0.7006, -4.3338], [-1.7723, 0.5080, -5.7722], [-3.2169, 1.4803, -3.2001], [-3.0348, 2.5655, -1.7552], [-2.9042, 3.2645, -0.8679], [-3.7209, -0.1407, -2.5018], [-4.0307, -1.1473, -2.0711], [-4.3518, 2.1942, -4.4144], [-5.0350, 2.6550, -5.2005], [0.1236, 3.7663, -2.3623], [1.9701, 5.2358, -3.1183], [2.5503, 5.3200, -5.4982], [1.3634, 3.9048, -7.1097], [-0.4988, 2.4842, -6.3659], [-2.6742, 0.1053, -6.1615], [-0.8895, 0.4561, -6.3760]],
  "atomic_forces_ev_per_a": [[-0.59, -0.62, -0.06], [-0.02, 1.38, 0.34], [0.57, -0.59, -0.04], [0.00, 0.13, 0.01], [-0.06, -0.04, -0.22], [-0.12, -0.20, 0.13], [0.00, 0.13, 0.02], [0.12, -0.20, 0.13], [0.05, -0.06, -0.21], [0.91, 0.13, -0.60], [-0.40, -0.45, 0.45], [-0.35, 0.04, 0.50], [0.64, 1.59, 0.03], [-0.22, -0.68, 0.07], [-0.63, -1.43, -0.97], [0.31, 0.61, 0.55], [1.13, -2.34, 0.02], [-1.51, 0.00, 0.44], [-0.04, 0.34, 0.41], [-0.17, -0.03, 0.19], [0.36, 0.35, -0.49], [0.03, -0.01, -0.24], [-0.16, 0.09, -0.29], [-2.54, 2.01, -3.53], [0.96, -0.52, 4.99], [2.30, -0.18, -0.19], [-0.84, -0.84, -0.90], [0.29, 0.44, 0.51], [0.30, 1.63, -0.59], [-0.12, -0.61, 0.21], [0.55, -0.52, 0.91], [-0.51, 0.36, -0.67], [0.02, 0.05, -0.04], [-0.07, -0.02, 0.16], [0.17, -0.02, 0.00], [-0.05, 0.00, -0.02], [0.00, -0.06, -0.10], [-0.80, -0.06, -0.54], [0.49, 0.19, -0.38]],
  "nbo_charge": [-0.7648, 0.2329, -0.7648, 0.2351, 0.2222, 0.1985, 0.2283, 0.1995, 0.2183, -0.5540, 0.4527, -0.1082, 0.5044, -0.5459, 0.5230, -0.5489, -0.2103, -0.1303, -0.1540, -0.2245, -0.2470, -0.2025, -0.2291, -0.3748, -0.2121, -0.0376, 0.5409, -0.5380, 0.5308, -0.5434, 0.4769, -0.5508, 0.2121, 0.2035, 0.1968, 0.1999, 0.2050, 0.1853, 0.1748]
}

3.
{
  "formula": "C17H13CrN2O2Se2Te2",
  "method": "wB97M-V/def2-TZVPD",
  "gap_ev": [5.3188, 6.6581],
  "multiplicity": 5,
  "charge": -1,
  "e_above_lowest_ev": 0.0000,
  "symbols": ["Cr", "C", "O", "C", "C", "C", "C", "C", "C", "N", "N", "C", "C", "O", "C", "C", "C", "C", "C", "C", "C", "C", "H", "H", "H", "H", "H", "H", "H", "H", "H", "H", "H", "H", "H", "Se", "Te", "Te", "Se"],
  "xyz": [[-1.2442, 1.8214, -0.4193], [-4.2362, 1.2228, -1.4659], [-2.9523, 0.6736, -1.1563], [-2.9041, -0.6553, -0.7663], [-3.9881, -1.5052, -0.7963], [-3.8177, -2.8380, -0.4145], [-2.5685, -3.2758, -0.0114], [-1.4836, -2.4039, 0.0265], [-1.6350, -1.0701, -0.3428], [-0.6412, -0.0964, -0.3375], [0.5530, -0.5861, 0.0340], [1.6083, 0.2579, 0.0530], [1.6076, 1.6163, -0.3045], [0.5162, 2.2692, -0.7141], [2.8037, 2.3654, -0.2579], [3.9917, 1.8126, 0.1141], [4.0529, 0.4378, 0.4857], [5.2710, -0.1653, 0.8776], [5.3277, -1.4833, 1.2361], [4.1472, -2.2561, 1.2175], [2.9563, -1.6950, 0.8426], [2.8735, -0.3337, 0.4631], [-4.6802, 0.6554, -2.2844], [-4.0523, 2.2490, -1.7616], [-4.8725, 1.1960, -0.5809], [-4.9595, -1.1511, -1.1083], [-4.6639, -3.5122, -0.4324], [-2.4296, -4.3073, 0.2896], [-0.5077, -2.7349, 0.3473], [2.7298, 3.4090, -0.5381], [4.8974, 2.4079, 0.1351], [6.1669, 0.4463, 0.8870], [6.2692, -1.9289, 1.5331], [4.1821, -3.3006, 1.5034], [2.0481, -2.2805, 0.8279], [-1.9310, 4.0122, -1.4026], [-3.8095, 4.7597, 0.0743], [-2.4499, 4.2034, 2.3313], [-2.1758, 1.7637, 1.8156]],
  "atomic_forces_ev_per_a": [[-0.02, -0.81, -0.30], [0.05, -0.09, 0.06], [0.02, 0.24, 0.03], [-0.19, 0.03, -0.02], [0.03, -0.03, -0.01], [0.02, 0.07, 0.00], [0.08, 0.07, 0.00], [-0.01, -0.18, 0.02], [0.10, 0.26, -0.02], [-0.01, -0.32, 0.05], [0.00, 0.32, 0.01], [0.11, -0.38, 0.08], [-0.30, 0.35, -0.10], [0.33, -0.02, 0.14], [0.06, 0.02, 0.01], [0.01, -0.12, 0.03], [0.08, 0.13, -0.01], [-0.02, 0.06, -0.02], [-0.13, -0.07, -0.01], [0.15, 0.02, 0.03], [-0.07, 0.14, -0.05], [-0.10, -0.10, 0.01], [-0.02, 0.04, -0.02], [-0.01, 0.01, -0.05], [-0.01, -0.01, 0.00], [0.00, -0.01, 0.01], [0.01, 0.00, 0.00], [0.01, 0.01, -0.01], [-0.01, -0.01, 0.01], [-0.01, -0.01, 0.00], [-0.01, -0.02, 0.00], [0.00, 0.00, 0.00], [-0.01, -0.02, 0.00], [0.01, 0.01, 0.00], [0.01, 0.00, 0.00], [-0.07, 0.40, -0.27], [-0.03, 0.04, 0.07], [-0.06, 0.02, 0.03], [0.03, -0.02, 0.27]],
  "lowdin_spin": [3.0197, 0.0037, 0.0186, 0.0216, 0.0004, 0.0390, -0.0009, 0.0367, 0.0114, 0.1498, 0.3504, -0.0129, 0.1249, 0.1010, -0.0066, 0.1234, 0.0031, 0.0168, -0.0167, 0.0232, -0.0143, 0.0360, 0.0002, 0.0006, 0.0007, -0.0009, 0.0027, -0.0012, 0.0048, -0.0034, 0.0080, 0.0008, -0.0017, 0.0022, -0.0007, 0.0004, 0.0191, 0.0146, -0.0744]
}